Version a
Molecular formula: C5H5N3
Method: DFT, ωB97M-V with the def2-TZVPD basis set

```
13
C5H5N3, DFT ωB97M-V with the def2-TZVPD basis set
C 1.719 0.639 -0.245
C 4.089 -0.059 0.046
C -0.648 1.014 0.355
C 0.743 -0.712 -0.328
C 3.005 0.420 -0.594
N 0.922 1.554 0.097
N 5.107 -0.354 0.492
N -0.380 -0.319 0.383
H -1.039 1.398 -0.603
H -1.089 1.431 1.274
H 0.636 -0.800 -1.437
H 1.131 -1.739 -0.239
H -0.762 -0.845 1.122
```

Values from the calculation:
- HOMO (spin up / spin down) (Ha) = -0.3289 / -0.3285
- lowest unoccupied orbital energy (spin up / spin down) (eV) = -2.1 / -2.1

Atomic partial charges in e from the natural (NBO) method, atoms 1 to 2: 0.085, 0.115

***

Version b
Molecular formula: C5H5N3
Method: DFT, ωB97M-V with the def2-TZVPD basis set

```
13
C5H5N3, DFT ωB97M-V with the def2-TZVPD basis set
C 1.053 -0.207 0.535
C -1.100 0.516 -0.005
N -2.318 0.752 -0.442
C 0.233 -1.334 -0.047
C 0.091 0.955 0.529
N -0.943 -0.890 -0.291
C 2.200 0.038 -0.337
N 3.108 0.261 -1.006
H 1.436 -0.487 1.526
H -1.985 -0.889 -0.766
H -2.697 1.677 -0.296
H 0.570 -2.340 -0.245
H 0.353 1.947 0.844
```

Values from the calculation:
- HOMO (Ha) = -0.2794
- lowest unoccupied orbital energy (eV) = -0.5

Atomic partial charges in e from the natural (NBO) method, atoms 1 to 2: -0.391, 0.347

***

Version c
Molecular formula: C5H5N3
Method: DFT, ωB97M-V with the def2-TZVPD basis set

```
13
C5H5N3, DFT ωB97M-V with the def2-TZVPD basis set
C 1.600 -0.658 -0.023
C 0.046 0.672 -0.118
C -1.123 1.388 0.046
C -1.102 -1.329 0.020
C 0.133 -0.706 -0.029
H 2.106 -1.151 -0.842
H 2.147 -0.900 0.936
H 1.950 1.590 0.335
H -1.250 2.488 0.074
H -1.447 -2.353 0.076
N 1.446 0.874 -0.240
N -2.278 0.695 -0.035
N -2.226 -0.610 -0.202
```

Values from the calculation:
- HOMO (Ha) = -0.3209
- lowest unoccupied orbital energy (eV) = 0.7

Atomic partial charges in e from the natural (NBO) method, atoms 1 to 2: -0.216, 0.157

***

The winner here is version c, beating the second structure by 0.0146 hartree.

***

Version a
Molecular formula: H34O17
Method: DFT, ωB97M-V with the def2-TZVPD basis set

```
51
H34O17, DFT ωB97M-V with the def2-TZVPD basis set
O -5.996 -6.788 13.447
H -6.505 -6.966 14.248
H -6.470 -6.855 12.642
O -9.977 -7.364 12.652
H -9.663 -6.492 12.707
H -10.592 -7.415 13.393
O -11.230 -7.013 10.297
H -10.718 -6.886 11.079
H -11.396 -6.161 9.893
O -12.301 -4.187 10.766
H -12.485 -4.024 9.825
H -11.760 -3.449 11.114
O -11.467 -4.546 13.373
H -12.277 -4.043 13.467
H -11.153 -4.228 12.523
O -8.865 -6.932 8.952
H -8.928 -6.598 8.071
H -9.751 -7.057 9.273
O -6.543 -2.825 9.970
H -5.769 -2.472 9.569
H -6.681 -3.629 9.429
O -6.580 -5.000 8.514
H -7.223 -5.009 7.767
H -6.996 -5.590 9.122
O -9.401 -3.922 9.097
H -10.074 -3.267 9.045
H -8.814 -3.713 8.323
O -8.928 -2.467 13.305
H -8.392 -1.827 13.829
H -8.254 -3.008 12.938
O -6.612 -3.703 12.635
H -5.826 -4.116 12.970
H -6.502 -3.133 11.866
O -10.687 -2.169 11.499
H -11.384 -1.640 11.846
H -9.952 -2.131 12.190
O -9.175 -5.270 14.997
H -9.814 -5.156 14.302
H -8.519 -4.601 14.867
O -6.818 -6.769 10.853
H -7.611 -6.740 10.296
H -6.206 -7.342 10.427
O -8.952 -4.982 11.516
H -9.057 -4.541 10.682
H -8.086 -4.853 11.869
O -8.614 -1.125 10.019
H -8.047 -1.885 9.781
H -9.399 -1.462 10.395
O -11.439 -5.377 7.948
H -10.578 -5.059 8.183
H -11.309 -6.285 7.565
```

Values from the calculation:
- HOMO (Ha) = -0.3901
- lowest unoccupied orbital energy (eV) = -0.6

Atomic partial charges in e from the natural (NBO) method, atoms 1 to 2: -0.996, 0.484

***

Version b
Molecular formula: H34O17
Method: DFT, ωB97M-V with the def2-TZVPD basis set

```
51
H34O17, DFT ωB97M-V with the def2-TZVPD basis set
O 2.045 2.362 -2.692
H 2.570 2.948 -3.234
H 1.107 2.421 -3.029
O -0.239 -1.084 -2.494
H -0.736 -0.427 -1.975
H 0.284 -1.352 -1.690
O -3.850 1.567 1.549
H -2.974 1.856 1.869
H -4.035 2.471 1.280
O -0.973 2.527 0.654
H -0.580 3.366 0.910
H -0.610 1.817 1.182
O -0.323 2.622 -3.686
H -0.643 1.727 -3.823
H -1.034 3.037 -3.189
O -1.670 -3.754 -1.896
H -1.129 -2.978 -2.071
H -2.576 -3.469 -1.768
O 3.938 -0.489 0.815
H 3.495 -0.153 1.597
H 3.648 0.219 0.220
O 1.292 -1.850 -0.402
H 2.017 -1.255 -0.681
H 1.669 -2.653 -0.782
O -1.225 -1.798 -5.186
H -1.459 -0.918 -5.458
H -1.018 -2.022 -4.279
O -1.484 -0.869 0.053
H -0.674 -1.374 0.132
H -2.120 -1.036 0.750
O -1.681 1.316 -1.826
H -1.233 1.572 -0.999
H -2.567 1.133 -1.498
O 2.611 -0.066 -1.703
H 2.018 0.686 -1.817
H 3.492 0.219 -1.955
O 0.628 -1.229 5.674
H 1.272 -1.625 5.085
H -0.173 -1.026 5.185
O -0.771 1.365 3.435
H -1.160 1.822 4.164
H 0.012 0.845 3.286
O -1.820 -3.001 2.773
H -1.140 -3.581 3.121
H -2.653 -3.466 2.677
O 2.130 3.847 1.880
H 2.811 4.511 1.931
H 2.548 3.059 1.535
O 1.272 -1.754 2.852
H 1.815 -1.965 2.083
H 0.379 -2.047 2.645
```

Values from the calculation:
- HOMO (Ha) = -0.3859
- lowest unoccupied orbital energy (eV) = -0.3

Atomic partial charges in e from the natural (NBO) method, atoms 1 to 2: -1.026, 0.477

***

The winner here is version a, beating the second structure by 0.0480 hartree.

***

Version a
Molecular formula: C10H30O5
Method: DFT, ωB97M-V with the def2-TZVPD basis set

```
45
C10H30O5, DFT ωB97M-V with the def2-TZVPD basis set
C -0.377 3.432 -1.819
C -1.906 3.496 -1.921
O -2.388 2.449 -2.657
H 0.028 4.248 -1.220
H 0.092 3.442 -2.803
H -0.077 2.516 -1.308
H -2.196 4.482 -2.284
H -2.421 3.321 -0.976
H -3.256 2.633 -3.026
C 0.164 0.832 0.059
C 1.333 0.147 -0.721
O 2.462 0.534 0.054
H -0.157 0.395 1.004
H -0.634 0.839 -0.684
H 0.396 1.864 0.323
H 1.435 0.509 -1.744
H 1.176 -0.931 -0.713
H 2.219 0.438 0.978
C 3.237 -1.185 2.229
C 2.884 0.340 2.335
O 1.495 0.526 2.510
H 4.305 -1.038 2.070
H 2.737 -1.563 1.338
H 3.092 -1.769 3.138
H 3.232 0.888 1.460
H 3.460 0.805 3.135
H 1.337 0.729 3.435
C -2.717 0.410 -0.059
C -3.888 -0.557 -0.014
O -4.647 -0.185 1.120
H -2.021 0.198 0.753
H -2.925 1.480 -0.058
H -2.180 0.327 -1.004
H -3.559 -1.592 0.076
H -4.564 -0.503 -0.867
H -5.033 0.682 0.973
C 1.035 -2.742 -0.634
C 1.390 -4.214 -0.444
O 0.346 -4.986 0.092
H 1.945 -2.240 -0.963
H 0.674 -2.239 0.263
H 0.249 -2.685 -1.387
H 2.168 -4.309 0.313
H 1.937 -4.572 -1.316
H 0.120 -4.652 0.964
```

Values from the calculation:
- SMILES = CCO.CCO.CCO.CCO.CCO
- HOMO (Ha) = -0.3432
- lowest unoccupied orbital energy (eV) = 0.6

Atomic partial charges in e from the natural (NBO) method, atoms 1 to 2: -0.638, -0.054

***

Version b
Molecular formula: C10H30O5
Method: DFT, ωB97M-V with the def2-TZVPD basis set

```
45
C10H30O5, DFT ωB97M-V with the def2-TZVPD basis set
C -14.488 10.596 10.264
C -14.901 10.625 11.774
O -15.230 11.960 12.212
H -15.246 10.903 9.543
H -14.092 9.632 9.944
H -13.631 11.248 10.096
H -14.119 10.326 12.471
H -15.882 10.158 11.862
H -15.521 11.834 13.118
C -11.784 11.935 19.663
C -12.331 11.910 21.073
O -13.719 11.655 20.903
H -10.706 12.092 19.630
H -12.199 12.743 19.060
H -12.087 11.087 19.051
H -12.340 12.829 21.660
H -12.066 11.112 21.766
H -13.759 10.698 20.953
C -21.034 8.826 9.098
C -22.451 9.076 9.712
O -22.922 7.789 9.933
H -20.646 9.816 8.857
H -21.016 8.400 8.095
H -20.324 8.268 9.708
H -23.132 9.566 9.016
H -22.374 9.678 10.618
H -23.107 7.313 9.121
C -20.026 3.960 14.503
C -20.966 2.984 13.860
O -21.155 3.214 12.462
H -18.972 3.925 14.226
H -20.095 3.832 15.584
H -20.425 4.972 14.436
H -21.935 3.193 14.312
H -20.610 1.962 13.990
H -21.313 4.137 12.249
C -20.343 10.889 16.134
C -19.491 11.248 17.326
O -18.121 11.284 16.951
H -19.817 10.123 15.564
H -20.485 11.775 15.516
H -21.301 10.495 16.475
H -19.676 10.439 18.033
H -19.699 12.175 17.860
H -17.637 11.405 17.771
```

Values from the calculation:
- SMILES = CCO.CCO.CCO.CCO.CCO
- HOMO (Ha) = -0.3688
- lowest unoccupied orbital energy (eV) = 0.5

Atomic partial charges in e from the natural (NBO) method, atoms 1 to 2: -0.638, -0.070

***

Version c
Molecular formula: C10H30O5
Method: DFT, ωB97M-V with the def2-TZVPD basis set

```
45
C10H30O5, DFT ωB97M-V with the def2-TZVPD basis set
C -4.171 17.805 -12.069
C -5.548 17.618 -12.540
O -5.527 17.990 -13.954
H -4.095 17.612 -10.999
H -3.802 18.826 -12.164
H -3.441 17.217 -12.624
H -6.283 18.293 -12.099
H -5.883 16.587 -12.433
H -5.903 18.873 -13.981
C 0.036 12.587 -7.167
C 0.993 13.178 -8.214
O 1.132 14.557 -7.997
H -0.745 13.331 -7.010
H 0.583 12.428 -6.238
H -0.455 11.689 -7.544
H 0.578 12.955 -9.197
H 1.882 12.551 -8.138
H 1.608 14.622 -7.166
C -4.245 16.833 -5.569
C -3.447 16.718 -4.255
O -3.674 17.923 -3.473
H -5.202 17.343 -5.457
H -4.469 15.831 -5.935
H -3.592 17.188 -6.367
H -2.437 16.480 -4.587
H -3.825 15.922 -3.614
H -3.413 18.576 -4.127
C -1.230 16.997 -10.027
C -1.921 16.819 -8.698
O -1.834 15.435 -8.318
H -1.728 16.568 -10.896
H -0.228 16.568 -10.053
H -1.222 18.048 -10.314
H -2.914 17.248 -8.833
H -1.468 17.390 -7.888
H -0.894 15.248 -8.269
C -1.220 17.666 -14.668
C -2.378 17.996 -15.603
O -3.248 16.899 -15.803
H -0.498 16.997 -15.135
H -1.623 17.122 -13.814
H -0.637 18.522 -14.330
H -2.070 18.337 -16.592
H -2.867 18.902 -15.245
H -4.020 17.113 -15.273
```

Values from the calculation:
- SMILES = CCO.CCO.CCO.CCO.CCO
- HOMO (Ha) = -0.3680
- lowest unoccupied orbital energy (eV) = 0.6

Atomic partial charges in e from the natural (NBO) method, atoms 1 to 2: -0.634, -0.069

***

The winner here is version c, beating the second structure by 0.0324 hartree.